No. 1
61
Properties=species:S:1:pos:R:3 method="wB97M-V/def2-TZVPD" total_charge=0 homo_ev=-8.8 multiplicity=1
F 0.750 2.850 -2.226
H -1.115 -3.074 -2.427
F 3.563 1.162 3.522
C -1.427 -2.030 -2.386
C 1.954 -3.150 1.927
O -3.281 0.025 -0.180
C 1.471 4.124 0.930
F 3.419 2.741 1.176
H 0.917 -0.247 0.439
C -2.893 -1.948 -1.988
C -4.079 -1.519 1.470
C 1.539 -2.244 0.893
C 1.544 -4.067 -0.631
F 2.906 4.115 2.746
O -3.802 3.302 -4.353
C 0.961 -1.784 -1.533
S 1.062 3.413 -0.792
C 2.592 -0.099 1.774
F 1.436 1.939 -0.339
C -3.084 3.616 -2.171
F 0.651 4.858 -1.289
H -3.314 -1.428 2.241
F 0.435 1.856 2.084
H 1.105 -2.334 -2.460
H -2.757 2.593 -2.312
H 1.655 -0.942 -1.555
S 1.684 -6.226 -1.579
H 3.314 -0.842 2.116
F -0.442 3.133 -0.380
C 2.382 0.829 2.948
C -3.459 -1.121 0.159
C 1.350 -2.676 -0.382
H -3.819 3.690 -1.375
F 1.651 0.183 3.898
I 2.729 -5.770 3.226
F 1.316 2.697 3.874
F 2.112 5.267 0.700
C 1.316 -0.810 1.275
H -4.889 -0.831 1.688
C 1.607 2.151 2.681
H -1.334 -1.607 -3.388
F 2.555 3.660 -1.236
C 2.146 -4.466 1.702
F 0.350 4.407 1.579
N 1.375 -4.674 -1.811
H -3.440 -2.750 -2.484
O -4.161 5.216 -3.432
N 2.043 -6.239 -0.020
H -3.346 -1.007 -2.287
H -0.466 -0.201 -1.761
H 3.061 0.412 0.942
H 2.112 -2.759 2.924
H 0.538 -0.774 2.039
H -2.246 4.278 -1.978
N -3.737 4.081 -3.425
O -3.083 -2.182 -0.582
C -0.489 -1.250 -1.462
H -0.840 -1.272 -0.434
H -4.420 -2.548 1.444
C 2.389 3.253 1.863
C 1.933 -4.981 0.399

No. 2
64
Properties=species:S:1:pos:R:3 method="wB97M-V/def2-TZVPD" total_charge=-1 homo_ev=-8.1 relative_energy_kcal_mol=0.0 multiplicity=1
B 0.664 2.156 -0.987
H -3.239 5.699 -1.064
H 4.728 -0.618 -1.581
O -0.071 3.407 -0.891
H -1.495 2.254 3.490
C 2.203 1.178 -2.348
H -4.011 1.245 2.331
H -0.849 0.530 3.115
H -3.502 4.654 0.003
H -0.031 -0.327 5.246
H 2.852 -1.093 1.915
O 4.754 -1.490 -1.086
C -0.654 3.562 0.310
H -2.950 2.862 -1.137
H 2.408 0.114 1.026
H 1.702 -0.843 3.650
O 2.848 -0.740 1.029
O 3.239 0.731 -2.827
H -3.440 1.522 -1.670
O -1.546 4.350 0.544
O 2.485 -1.455 3.532
O -0.383 -0.296 3.393
H -0.672 -2.056 -1.925
H 4.140 -1.253 -0.367
H -2.214 -0.618 -3.234
C 0.781 0.627 -2.703
C 0.028 2.415 1.179
O 1.368 -4.907 -1.495
O -3.265 1.991 -0.854
H 0.862 -5.732 -1.640
H 4.157 -2.614 -2.710
O -2.342 0.837 1.302
H -2.447 1.217 0.386
O -1.428 -2.216 -2.496
O -4.633 1.759 2.939
O 0.507 -0.107 -3.614
O 2.017 2.155 -1.456
H -1.942 -0.050 1.130
O -0.068 1.174 -1.881
H 1.760 -1.771 -0.345
O 0.432 -0.667 6.074
O 0.027 2.330 2.418
H -0.554 -2.054 0.497
H 0.529 0.143 6.594
O -0.941 -1.913 1.388
H 1.957 -2.762 -4.325
O 1.093 -2.104 -0.918
H 1.088 -3.092 -0.848
O 3.792 -2.450 -3.595
H -2.864 1.774 4.009
H -1.745 0.766 -3.565
H -0.501 -0.907 2.611
O 1.171 -3.293 -4.467
H -0.929 -2.827 1.737
O 0.622 1.651 0.372
H 1.375 -4.361 -2.280
H 3.822 -1.468 -3.544
O -1.962 2.023 4.278
H -4.487 2.696 2.716
O -3.830 4.936 -0.871
H 2.953 -1.267 4.390
H -1.280 -3.057 -2.877
O -2.561 0.261 -3.464
H 0.475 -2.613 -4.541

No. 3
21
Properties=species:S:1:pos:R:3 method="wB97M-V/def2-TZVPD" total_charge=0 homo_ev=-9.3 relative_energy_kcal_mol=72.4 multiplicity=1 smiles="C=CCCCOC.[H][H]"
H 1.296 -1.497 3.180
H 0.188 -0.874 4.433
H 0.195 -1.438 -1.577
H 1.360 1.046 -3.880
H -0.795 -1.314 0.988
C 0.254 -1.210 3.393
H -1.442 0.124 -1.471
H -1.068 1.849 -1.386
H -0.300 0.235 -3.751
C 0.492 1.036 -1.958
C -0.586 0.811 0.452
O -0.172 -0.149 2.574
H 0.093 1.614 0.760
H 1.292 1.602 -1.480
H -0.380 -2.104 3.274
C 0.523 0.758 -3.258
C -0.710 0.848 -1.085
C -0.132 -0.455 1.192
H 0.573 -1.195 -2.171
H 0.890 -0.752 0.904
H -1.571 1.063 0.865

No. 4
9
Properties=species:S:1:pos:R:3 method="wB97M-V/def2-TZVPD" total_charge=+1 homo_ev=-9.8 relative_energy_kcal_mol=43.6 multiplicity=1
O 1.289 1.632 -0.037
Li -0.702 1.901 -0.027
C 1.875 0.619 -0.192
Li 1.873 -2.192 -0.016
O 2.735 -0.149 0.045
C 0.193 -1.168 -0.555
C -0.841 -0.711 -0.028
O -1.735 0.161 0.255
K -4.688 -0.093 0.554

No. 5
37
Properties=species:S:1:pos:R:3 method="wB97M-V/def2-TZVPD" total_charge=0 homo_ev="-9.2 / -9.0" relative_energy_kcal_mol=7.2 multiplicity=5
Cl -0.056 0.269 4.017
Fe -0.424 -0.445 0.758
H 1.230 3.598 -1.962
H -2.454 -3.024 1.262
H -3.511 -0.858 -3.248
O -1.069 -0.207 4.914
H 1.996 -2.400 1.112
O -0.667 0.234 2.623
N 0.142 1.539 0.303
C 2.097 -1.861 0.182
H -0.733 -2.927 1.667
N 1.601 -0.350 -1.364
H 0.648 4.781 0.486
C -1.489 -0.003 -3.110
B 0.752 0.760 -2.024
C 0.105 2.681 1.020
H -1.752 -1.384 1.188
O 1.096 -0.609 4.007
H -3.146 -1.239 -0.546
H 3.164 -0.626 -2.705
H -1.136 0.348 -4.063
C -2.479 -0.809 -1.280
H 1.182 1.154 -3.058
C 0.551 3.752 0.214
N -1.251 -0.370 -0.918
H -1.951 -2.259 2.783
H -0.200 2.704 2.054
N 1.180 -0.921 -0.165
N -0.654 0.142 -2.085
C 3.083 -1.902 -0.811
H 3.953 -2.531 -0.841
O 0.312 1.643 4.270
C 2.731 -0.944 -1.770
C 0.863 3.192 -1.028
C -1.690 -2.398 1.729
C -2.652 -0.602 -2.651
N 0.627 1.873 -0.960

No. 6
101
Properties=species:S:1:pos:R:3 method="wB97M-V/def2-TZVPD" total_charge=+1 homo_ev=-12.9 relative_energy_kcal_mol=0.0 multiplicity=1
H -2.570 -3.188 1.894
O 8.009 2.442 -0.499
O 3.065 0.730 0.437
H -4.528 -2.148 0.014
C 4.922 3.070 -2.029
C -2.039 -2.845 -0.148
H -4.126 2.262 0.772
H 5.420 2.120 -2.219
C -5.553 -4.070 0.350
O 4.140 -1.212 0.245
C -3.194 -3.684 -0.713
H 1.149 0.225 -2.235
F 8.749 -1.995 -1.852
H -0.670 -3.040 3.770
H -1.816 -2.011 -0.811
C 0.190 0.212 -4.179
C 0.654 -0.458 -2.912
F 5.501 3.550 -4.293
H -0.686 -0.837 1.679
H -1.153 -3.487 -0.152
H 6.277 -2.968 -0.542
H -6.379 -2.441 3.331
H -5.202 -5.092 0.202
C 7.198 2.092 0.535
O 1.611 2.489 -2.433
H 5.409 -0.331 1.603
C -8.182 6.328 0.068
C 8.402 -2.446 -0.627
H 9.877 2.401 2.121
C -2.207 -2.350 1.289
H -4.993 -0.546 2.823
H -3.116 -4.699 -0.312
H -0.108 -2.525 1.547
O 9.092 -1.696 0.361
C 9.299 1.953 1.319
F 10.245 2.413 -0.819
H -6.564 -4.026 -0.062
H -5.687 5.516 1.003
H -2.002 -1.908 3.785
C 6.953 -2.153 -0.299
O 6.019 1.957 0.447
C -0.894 -1.876 1.937
H -3.054 -3.749 -1.791
N -4.482 1.751 1.575
O -0.591 -0.932 -2.362
H -0.089 1.258 -4.057
F 4.316 -1.787 2.425
C -5.350 0.735 1.147
N -6.883 -0.130 -0.421
C 4.602 3.804 -3.316
H -5.985 1.720 -0.676
C -6.059 0.856 -0.031
O 3.385 -0.161 -1.604
F -5.285 4.874 -0.849
C -7.072 -1.248 0.281
H 3.567 1.080 2.425
H 8.686 -3.496 -0.540
H -5.991 -4.735 2.334
H 9.333 3.857 0.206
H 4.493 4.885 -3.210
O -8.953 7.216 0.073
H 5.506 3.644 -1.322
H -2.960 -1.554 1.342
C -6.404 -1.435 1.482
C 3.292 0.259 1.769
C -4.612 -3.135 -0.440
C 4.401 -0.748 1.562
C 2.744 2.832 -2.537
F 1.100 0.110 -5.173
C -7.313 4.253 0.219
O 3.346 3.240 -3.681
O -0.969 -0.546 -4.525
C 8.274 -1.594 1.447
O 8.625 -1.242 2.522
O 7.006 -1.941 1.118
H -7.745 -1.991 -0.121
H -7.124 3.532 1.013
H -7.619 -3.027 2.215
C 9.281 2.778 0.051
H -7.493 3.729 -0.724
O -8.433 5.068 0.532
H -0.370 -1.292 4.001
H 6.617 -1.239 -0.792
C -6.204 5.270 0.074
C -1.479 -1.047 -3.376
C -6.585 -2.688 2.290
O -6.894 6.402 -0.395
H 1.307 -1.307 -3.112
C -0.961 -2.035 3.469
H -4.644 -3.630 2.299
H 2.388 -0.226 2.142
C 3.509 -0.208 -0.424
O 7.908 1.894 1.656
H -7.383 -0.018 -1.294
O -2.571 -1.507 -3.261
C -5.623 -3.823 1.860
H -3.665 1.333 2.013
H -5.080 -2.971 -1.416
O 3.614 2.821 -1.516
C -5.547 -0.428 1.897
H 9.664 0.942 1.133

No. 7
7
Properties=species:S:1:pos:R:3 method="wB97M-V/def2-TZVPD" total_charge=0 homo_ev=-9.5 relative_energy_kcal_mol=13.3 multiplicity=1
H -0.563 -1.361 -1.175
H -0.467 -1.464 1.472
Si -0.610 -0.469 -0.023
I -3.060 0.036 0.006
H 1.435 0.757 -0.125
H 0.136 1.897 -0.484
N 0.385 0.986 -0.149

No. 8
13
Properties=species:S:1:pos:R:3 method="wB97M-V/def2-TZVPD" total_charge=0 homo_ev="-8.2 / -8.2" relative_energy_kcal_mol=135.9 multiplicity=1
H 4.140 -1.014 -0.843
C -2.008 -0.776 0.549
H -1.093 2.241 -0.816
N -1.549 0.427 -0.124
C 2.508 0.007 -0.081
C -1.810 1.661 -0.295
H -3.003 -1.214 0.238
H -1.749 -0.787 1.639
C 3.161 -1.090 -0.305
H -2.547 2.265 0.215
N -0.834 -0.624 -0.308
O 1.793 0.984 0.070
H 2.990 -2.081 0.060

No. 9
59
Properties=species:S:1:pos:R:3 method="wB97M-V/def2-TZVPD" total_charge=0 homo_ev=-6.8 relative_energy_kcal_mol=0.0 multiplicity=1
H -0.999 -2.356 2.252
C -3.463 5.464 -0.136
C -0.961 -3.292 -3.459
H -0.290 2.906 1.653
Si 1.466 -0.882 -0.289
H 2.395 0.103 -0.880
H -0.163 0.833 -2.053
C -1.299 -1.349 2.539
C -1.469 0.551 3.861
C 2.691 -1.454 2.195
N -0.892 2.245 -0.719
H 0.324 -0.803 4.017
H 3.663 -1.059 -2.388
C 0.078 -2.441 -3.864
H 4.803 -0.138 -1.366
C -1.104 2.464 -3.113
H 1.922 -3.807 -0.171
H -2.162 -3.981 -1.788
C 2.875 -4.211 1.739
C -2.914 4.804 0.974
H -3.539 5.605 -2.296
H -1.474 -3.921 -4.193
C 3.211 -2.293 3.184
H -1.375 3.610 2.784
N -1.185 3.345 1.826
C -0.686 1.787 -1.958
C -1.883 3.591 -2.965
C -0.605 -0.526 3.516
H -2.330 4.113 -3.809
C -1.609 3.376 -0.545
C -2.172 4.065 -1.668
C -1.335 -3.342 -2.109
H 3.786 -4.316 3.703
C 2.326 -3.382 0.753
H -3.536 1.071 3.201
C 2.262 -1.994 0.963
Hg -0.200 0.291 1.086
H 1.568 -0.989 -3.226
H 0.354 -2.376 -4.920
H -4.183 6.267 0.021
C -1.906 3.848 0.796
H 3.512 -1.871 4.145
C 0.463 -1.801 -1.551
C -3.093 5.115 -1.427
C -2.588 -0.744 2.311
H 2.580 -0.379 2.381
C 0.774 -1.678 -2.919
H -0.824 2.080 -4.089
H -3.240 5.042 1.985
H -3.383 -1.170 1.696
H 5.307 -0.723 -2.968
H 2.928 -5.287 1.564
C 4.704 -0.952 -2.084
H 5.051 -1.883 -1.634
H -0.939 -2.619 -0.104
C -2.669 0.418 3.115
C -0.633 -2.593 -1.157
H -1.279 1.287 4.641
C 3.339 -3.668 2.944

No. 10
10
Properties=species:S:1:pos:R:3 method="wB97M-V/def2-TZVPD" total_charge=-1 homo_ev=-2.7 relative_energy_kcal_mol=134.7 multiplicity=1
S -1.655 -1.787 -0.866
H 1.821 0.695 -1.204
N 1.652 0.151 0.712
H -0.412 1.073 -1.479
O 2.782 -0.312 0.552
O -1.822 -0.273 1.288
H -1.909 -1.057 1.708
N 1.123 0.697 -0.324
C -0.142 1.263 -0.452
C -1.438 -0.452 0.065

No. 11
77
Properties=species:S:1:pos:R:3 method="wB97M-V/def2-TZVPD" total_charge=+1 homo_ev="-9.8 / -10.8" relative_energy_kcal_mol=6.2 multiplicity=4
N -0.345 1.197 2.122
H -2.423 1.575 -1.676
C 2.985 0.350 0.712
H 0.978 -4.017 -2.298
N -0.146 2.538 1.925
V -0.439 -0.074 0.581
H -0.607 -3.493 1.697
H 2.164 2.322 1.146
C -1.896 2.306 -1.075
C 0.246 6.498 0.467
H -2.537 3.801 -2.291
C -0.566 -0.875 -2.799
C -0.210 0.471 -3.455
H -0.433 1.327 -2.815
C -0.142 -1.936 -3.826
H 0.726 -5.379 -1.210
H 3.279 -1.042 2.365
H -0.478 -2.933 -3.562
C -1.637 -1.112 4.547
C 0.203 -1.008 -1.476
H -2.768 -2.722 5.408
H -0.530 1.441 4.173
H 3.990 0.547 2.615
H -1.307 -0.696 5.488
H 1.005 -4.106 1.334
C 4.214 -0.198 -0.034
H 1.299 0.928 -1.626
C -2.878 -2.684 3.259
C -0.617 2.863 0.765
H 0.780 4.928 1.830
H 1.941 -4.153 -0.835
H 0.848 0.516 -3.711
H -1.519 -3.843 -2.091
C -1.265 -0.503 3.355
C -1.243 5.893 -1.333
H -2.386 -0.501 -1.632
C -0.106 -3.520 -0.454
H 4.263 -1.284 0.042
C -0.025 -4.072 0.980
H -3.546 -3.528 3.170
N -1.987 3.580 -1.476
C 3.127 0.025 2.201
H 5.130 0.218 0.388
C 2.938 1.868 0.529
C -0.489 6.840 -0.670
C -2.095 -0.906 -2.608
H 2.762 2.144 -0.511
C 1.777 -0.337 0.111
H -0.465 7.855 -1.040
C 1.110 0.023 -1.072
C 0.309 -2.045 -0.488
H -0.780 0.583 -4.377
C 0.948 -4.311 -1.256
H -0.397 -5.097 0.991
C -1.500 -3.839 -1.005
H -2.590 -0.323 -3.388
H 3.896 2.302 0.820
C -0.540 4.235 0.296
C -2.453 -2.229 4.499
C 0.222 5.209 0.949
H -1.811 6.152 -2.217
H 4.173 0.066 -1.092
H 1.560 -2.156 1.350
N -1.228 1.895 -0.041
H -2.496 -1.912 -2.666
H 0.944 -1.955 -3.932
H 0.836 7.251 0.970
C -1.261 4.589 -0.845
C -0.623 0.795 3.305
H -1.802 -4.837 -0.683
H -2.256 -3.134 -0.666
C -2.424 -2.045 2.114
H -0.572 -1.697 -4.800
N -1.611 -0.991 2.136
H -2.711 -2.400 1.135
H 2.243 0.339 2.760
C 1.239 -1.583 0.496

No. 12
15
Properties=species:S:1:pos:R:3 method="wB97M-V/def2-TZVPD" total_charge=0 homo_ev=-9.0 relative_energy_kcal_mol=41.7 multiplicity=1 smiles="[H]/N=C/N.C=CN"
H -2.339 1.263 0.560
H 0.380 -3.497 0.056
H 0.990 2.112 2.286
N 0.854 -2.612 -0.091
H -0.309 0.350 1.461
C 0.295 -1.931 -1.014
H -0.554 -2.401 -1.520
C 0.438 2.264 1.379
N 0.541 -0.608 -1.221
H -1.556 2.342 -0.310
H 1.393 -0.313 -0.745
H 0.437 3.224 0.878
C -0.403 1.317 0.970
N -1.479 1.390 0.038
H -0.054 0.193 -1.074

Number 1: total energy -3592.8451 Eh. Number 2: total energy -2079.1005 Eh. Number 3: total energy -312.1397 Eh. Number 4: total energy -954.8515 Eh. Number 5: total energy -2767.5054 Eh. Number 6: total energy -3308.0661 Eh. Number 7: total energy -644.3554 Eh. Number 8: total energy -340.5783 Eh. Number 9: total energy -1598.0273 Eh. Number 10: total energy -736.0085 Eh. Number 11: total energy -2422.9116 Eh. Number 12: total energy -283.9166 Eh.